Model i:
One molecule with the formula H2N2O3, computed with wB97M-V/def2-TZVPD.

```
7
Properties=species:S:1:pos:R:3
N 1.25 0.42 -0.26
N -1.16 -0.12 0.11
O -0.74 -1.33 0.17
O -2.18 0.39 -0.10
O 0.01 0.87 0.05
H 0.99 -0.55 -0.52
H 1.83 0.32 0.55
```

Summary:
Frontier orbital gap = 9.89 eV
Lowest unoccupied orbital energy = -0.46 eV
HOMO level = -0.3803 hartree
Net charge = 0
SMILES = NO[N+](=O)[O-]
2S+1 = 1

Model ii:
A 2-piece molecular cluster, H2N2O3 overall, computed with wB97M-V/def2-TZVPD.

```
7
Properties=species:S:1:pos:R:3
N -2.25 -0.12 2.44
N -1.76 0.48 3.29
O -3.22 -0.69 2.04
O -0.88 1.18 3.70
O -0.34 -0.10 0.01
H -0.04 -0.22 -0.99
H 0.55 -0.08 0.46
```

Summary:
Frontier orbital gap = 9.36 eV
Lowest unoccupied orbital energy = -0.52 eV
HOMO level = -0.3630 hartree
Net charge = 0
SMILES = O=NN=O.O
2S+1 = 1

Model iii:
A 2-piece molecular cluster, H2N2O3 overall, computed with wB97M-V/def2-TZVPD.

```
7
Properties=species:S:1:pos:R:3
N -1.23 0.36 0.07
N -1.39 -0.71 -0.30
O -1.04 1.56 0.03
O -1.57 -1.89 -0.21
O 1.46 -0.04 0.06
H 2.35 -0.06 -0.32
H 1.42 0.78 0.67
```

Summary:
Frontier orbital gap = 10.20 eV
Lowest unoccupied orbital energy = 0.14 eV
HOMO level = -0.3697 hartree
Net charge = 0
SMILES = O=NN=O.O
2S+1 = 1

The structure with the most favorable energy is model iii; the runner-up is 0.205 eV above it.

Model i:
A 2-piece molecular cluster, C4H7IO overall, computed with wB97M-V/def2-TZVPD.

```
13
Properties=species:S:1:pos:R:3
C -0.29 0.66 -0.32
C 1.06 -1.54 -0.36
C 1.71 0.38 1.15
C 0.92 -0.16 0.23
O -1.30 0.38 -0.88
I -5.17 1.13 -0.04
H -0.12 1.77 -0.10
H 1.95 -2.03 0.04
H 1.08 -1.44 -1.53
H 0.13 -2.09 -0.22
H 2.56 -0.25 1.34
H -4.02 1.78 -0.81
H 1.47 1.39 1.49
```

Summary:
Frontier orbital gap = 10.22 eV
Lowest unoccupied orbital energy = 0.42 eV
HOMO level = -0.3601 hartree
Net charge = 0
SMILES = C=C(C)C=O.I
2S+1 = 1

Model ii:
One molecule with the formula C4H7IO, computed with wB97M-V/def2-TZVPD.

```
13
Properties=species:S:1:pos:R:3
C -1.03 1.21 0.18
C -1.88 0.10 0.05
C 0.95 -0.01 -0.41
C 2.00 -0.98 0.04
O 0.25 0.51 0.58
I -3.94 0.11 0.31
H -0.78 1.75 -0.83
H -1.30 1.98 0.95
H -1.44 -0.89 0.08
H 0.54 0.04 -1.50
H 3.06 -0.67 -0.12
H 1.81 -1.96 -0.42
H 1.76 -1.17 1.10
```

Summary:
Frontier orbital gap (alpha / beta) = 6.47 / 8.53 eV
Lowest unoccupied orbital energy (alpha / beta) = -0.22 / 0.56 eV
HOMO level (alpha / beta) = -0.2460 / -0.2929 hartree
Net charge = 0
2S+1 = 1

The structure with the most favorable energy is model i; the runner-up is 2.861 eV above it.

Model i:
A 2-piece molecular cluster, CHINO2 overall, computed with wB97M-V/def2-TZVPD.

```
6
Properties=species:S:1:pos:R:3
C 1.05 -0.40 -2.02
N -0.37 -1.18 0.98
O 0.45 0.57 -2.18
O 1.74 -1.32 -1.92
I -2.40 -0.94 0.79
H 0.01 -1.04 0.03
```

Summary:
Frontier orbital gap = 5.26 eV
Lowest unoccupied orbital energy = 3.25 eV
HOMO level = -0.0739 hartree
Net charge = -1
2S+1 = 1

Model ii:
A 2-piece molecular cluster, CHINO2 overall, computed with wB97M-V/def2-TZVPD.

```
6
Properties=species:S:1:pos:R:3
C 1.06 -0.07 0.64
N -1.00 0.50 -0.19
O 1.73 -0.17 -0.32
O 0.85 -0.14 1.80
I -1.14 0.15 -2.20
H -1.50 -0.26 0.27
```

Summary:
Frontier orbital gap = 6.44 eV
Lowest unoccupied orbital energy = 3.44 eV
HOMO level = -0.1102 hartree
Net charge = -1
2S+1 = 1

The structure with the most favorable energy is model ii; the runner-up is 0.596 eV above it.

Model i:
One molecule with the formula HNO3P2, computed with wB97M-V/def2-TZVPD.

```
7
Properties=species:S:1:pos:R:3
N -1.63 -1.39 -0.01
O -1.82 -0.83 -1.05
O -0.89 1.58 0.41
O -0.56 -1.03 0.64
P 0.16 0.62 0.16
P 2.14 1.17 -0.18
H 2.60 -0.13 0.03
```

Summary:
Frontier orbital gap = 8.44 eV
Lowest unoccupied orbital energy = -1.28 eV
HOMO level = -0.3573 hartree
Net charge = 0
2S+1 = 1

Model ii:
HNO3P2 as an isolated structure, computed with wB97M-V/def2-TZVPD.

```
7
Properties=species:S:1:pos:R:3
N 0.24 -1.06 0.77
O 0.23 -0.56 -0.47
O -0.77 -0.51 1.53
O 0.20 -0.63 3.87
P -0.48 -1.56 2.97
P 1.05 -2.35 1.39
H -0.73 -0.26 -0.45
```

Summary:
Frontier orbital gap = 6.96 eV
Lowest unoccupied orbital energy = -1.60 eV
HOMO level = -0.3145 hartree
Net charge = 0
2S+1 = 1

The structure with the most favorable energy is model i; the runner-up is 0.243 eV above it.

Model i:
A 2-piece molecular cluster, C9H14N5O overall, computed with wB97M-V/def2-TZVPD.

```
29
Properties=species:S:1:pos:R:3
C 0.45 -0.75 -0.12
C 0.10 -2.18 -0.43
C -2.06 -1.80 0.33
C 1.82 -0.50 0.03
C 2.62 0.23 0.73
C -1.91 -0.34 0.07
C -3.41 -2.18 0.88
C -0.06 3.33 -1.28
C 0.59 2.43 -0.11
N -1.20 -2.59 -0.07
N 4.31 -1.61 -0.13
N 4.53 -0.71 0.59
N -0.56 0.13 0.16
N -0.47 1.53 0.42
O 0.85 -2.86 -1.03
H 2.46 -1.38 -0.40
H 2.91 0.92 1.39
H -2.26 -0.22 -0.98
H -2.56 0.20 0.84
H -4.12 -1.70 0.30
H -3.62 -1.71 1.89
H -3.60 -3.25 1.02
H -0.86 4.00 -0.89
H 0.71 3.94 -1.66
H -0.49 2.67 -2.07
H 1.35 1.68 -0.44
H 0.84 3.04 0.64
H 5.01 -2.18 -0.41
H -1.39 1.85 0.72
```

Summary:
Frontier orbital gap (alpha / beta) = 6.65 / 6.65 eV
Lowest unoccupied orbital energy (alpha / beta) = -5.23 / -5.23 eV
HOMO level (alpha / beta) = -0.4367 / -0.4368 hartree
Net charge = +1
2S+1 = 1

Model ii:
An isolated ion of composition C9H14N5O and charge +1, computed with wB97M-V/def2-TZVPD.

```
29
Properties=species:S:1:pos:R:3
C -2.29 -2.13 0.38
C 1.42 1.70 0.43
C -0.73 -3.44 -0.49
C -1.10 -1.44 0.22
C 0.82 0.50 0.20
C 2.90 0.03 -0.16
C -2.03 2.70 0.49
C -1.48 2.10 -0.85
C -0.91 0.06 0.25
N -0.17 -2.27 -0.38
N -2.03 -3.41 -0.06
N 2.80 1.40 0.24
N 1.68 -0.45 -0.24
N 4.05 -0.59 -0.36
O -1.46 0.72 -0.82
H -3.34 -1.77 0.57
H 1.17 2.57 0.95
H -0.29 -4.36 -0.89
H -2.94 2.28 0.67
H -1.31 2.30 1.20
H -2.08 3.74 0.64
H -0.42 2.32 -1.09
H -2.04 2.45 -1.73
H -1.35 0.49 1.19
H -2.73 -4.22 -0.08
H 3.46 2.01 0.52
H 1.38 -1.49 -0.48
H 4.86 -0.18 0.09
H 4.15 -1.63 -0.43
```

Summary:
Frontier orbital gap = 9.71 eV
Lowest unoccupied orbital energy = -2.46 eV
HOMO level = -0.4472 hartree
Net charge = +1
SMILES = CCO[C@@H](c1c[nH]cn1)c1c[nH]c(=[NH2+])[nH]1
2S+1 = 1

The structure with the most favorable energy is model ii; the runner-up is 6.829 eV above it.

Model i:
One molecule with the formula C7H15NO, computed with wB97M-V/def2-TZVPD.

```
24
Properties=species:S:1:pos:R:3
C -0.30 -2.45 -0.82
H -0.72 -2.72 0.15
H -1.00 -2.77 -1.59
H 0.63 -2.99 -0.96
C -0.07 -0.94 -0.92
C -1.38 -0.17 -0.75
N -1.12 1.19 -0.29
H -1.93 1.78 -0.46
C 0.07 1.75 -0.89
C 1.31 1.05 -0.30
H 1.61 1.57 0.61
C 1.01 -0.42 0.04
C 0.67 -0.58 1.54
O -0.03 0.50 2.12
H -0.62 0.85 1.43
H 1.61 -0.66 2.11
H 0.11 -1.51 1.69
H 1.91 -1.01 -0.13
H 2.13 1.11 -1.02
H 0.11 2.82 -0.66
H 0.07 1.65 -1.99
H -2.01 -0.66 0.00
H -1.93 -0.19 -1.70
H 0.32 -0.75 -1.93
```

Summary:
Frontier orbital gap = 10.12 eV
Lowest unoccupied orbital energy = 0.91 eV
HOMO level = -0.3386 hartree
Net charge = 0
SMILES = C[C@H]1CNCC[C@H]1CO
2S+1 = 1

Model ii:
One molecule with the formula C7H15NO, computed with wB97M-V/def2-TZVPD.

```
24
Properties=species:S:1:pos:R:3
C 0.60 -1.09 -0.91
C 1.33 0.77 0.15
C -2.56 0.50 0.34
C -0.79 -0.47 1.89
C 2.27 1.34 -0.89
C -0.23 0.06 -0.54
C -1.20 -0.11 0.49
N 0.37 -2.29 -0.34
O -0.63 0.87 -1.61
H -0.32 0.47 -2.43
H 1.51 -1.01 -1.49
H 0.94 -3.09 -0.57
H -0.60 -2.44 -0.05
H 1.81 0.10 0.86
H 0.82 1.55 0.70
H -3.31 -0.12 0.84
H -2.63 1.50 0.80
H -0.35 0.38 2.44
H -1.65 -0.78 2.49
H -0.06 -1.27 1.95
H -2.85 0.61 -0.70
H 2.86 2.15 -0.45
H 1.71 1.78 -1.72
H 2.96 0.60 -1.28
```

Summary:
Frontier orbital gap (alpha / beta) = 7.08 / 6.18 eV
Lowest unoccupied orbital energy (alpha / beta) = 0.77 / 0.65 eV
HOMO level (alpha / beta) = -0.2320 / -0.2032 hartree
Net charge = 0
2S+1 = 1

Model iii:
A 2-piece molecular cluster, C7H15NO overall, computed with wB97M-V/def2-TZVPD.

```
24
Properties=species:S:1:pos:R:3
C 0.67 2.01 -2.77
C 1.67 1.81 -1.60
C 1.46 0.60 -0.76
C 0.66 0.62 0.31
N 0.53 -0.44 1.20
C -0.50 -0.41 2.21
C -2.67 -0.05 0.90
C -1.89 -0.74 1.72
H 1.06 2.58 -3.62
H -0.24 2.36 -2.29
H 0.46 1.03 -3.22
H 1.57 2.70 -0.97
H 2.70 1.94 -1.95
H 1.80 -0.35 -1.14
H 0.08 1.48 0.65
H 0.80 -1.36 0.93
H -0.25 -1.09 3.02
H -0.48 0.55 2.75
H -2.35 0.88 0.44
H -3.66 -0.33 0.58
H -2.32 -1.67 2.10
H -0.57 -2.28 -0.51
H 0.14 -3.63 -0.03
O 0.19 -2.85 -0.58
```

Summary:
Frontier orbital gap = 8.25 eV
Lowest unoccupied orbital energy = 0.74 eV
HOMO level = -0.2761 hartree
Net charge = 0
SMILES = C=CCN/C=C/CC.O
2S+1 = 1

The structure with the most favorable energy is model i; the runner-up is 1.715 eV above it.